Formula: C11H12Cl16IN3O3P
Source: the OMol25 dataset
Level of theory: the ωB97M-V functional and the def2-TZVPD basis

Output
HOMO energy = -12.7793 eV
Frontier orbital gap = 7.125 eV
Total charge = +1
E_tot = -8818.15326 a.u.

XYZ file:
```
47
Properties=species:S:1:pos:R:3:forces:R:3
N 2.57035 -0.28108 3.04866 -0.965 -0.255 -0.069
C 1.24472 -0.63696 2.51801 -0.409 -0.793 -0.233
C 0.67307 0.38254 1.46277 1.915 -0.601 0.220
N -0.42924 1.29136 1.96897 -1.429 -0.177 0.005
I -0.57308 2.84799 0.52306 0.075 0.416 -0.144
C -1.77697 0.68014 2.02698 -4.489 -1.607 0.314
C -2.03338 -0.75150 2.00084 0.985 0.216 0.026
C -3.34539 -1.36784 2.09400 0.795 1.799 -0.035
N -4.46184 -0.60961 2.17537 1.882 0.299 -0.172
C -4.25531 0.72511 2.16328 0.086 1.561 0.098
C -3.02351 1.48111 2.11645 1.154 -2.323 -0.027
P -0.02720 2.13585 3.50333 1.724 3.663 2.628
O 1.26395 2.82538 3.33594 -0.976 -1.588 -0.305
O -0.08943 1.15416 4.81279 -0.908 0.295 -2.500
O -1.14212 3.33719 3.77746 0.349 -3.233 -0.110
H 2.85822 -1.09421 3.60377 0.201 0.675 -0.129
H 2.52691 0.55175 3.63933 0.130 -0.330 -0.066
H 0.47198 -0.86432 3.31556 0.594 0.283 -0.705
H 1.37826 -1.61862 1.97191 -0.185 1.243 0.607
H 1.53011 1.05701 1.18366 -0.899 -0.654 0.200
H 0.30753 -0.14528 0.55106 -0.002 0.682 0.768
H -1.15916 -1.44281 1.90128 -0.946 0.649 0.116
H -3.45430 -2.47690 2.09887 0.162 1.090 -0.047
H -5.18530 1.34917 2.19436 0.899 -0.711 0.005
H -3.01805 2.59392 2.12388 -0.176 -1.133 -0.023
H -0.68413 0.38977 4.66371 0.226 0.190 0.392
H -1.79685 2.95586 4.40527 0.114 0.673 -0.324
C 2.02936 -4.91072 0.70721 0.285 -0.377 -0.057
Cl 3.43054 -4.42182 1.67442 -0.184 0.025 -0.089
Cl 2.53352 -5.20469 -0.96207 -0.107 0.111 0.228
Cl 1.32518 -6.38516 1.38418 0.047 0.253 -0.075
Cl 0.81410 -3.61029 0.73492 -0.150 -0.176 -0.181
C 0.85469 0.33625 -3.07810 -0.032 -0.081 -0.418
Cl 1.10878 1.93353 -2.33995 0.138 -0.113 -0.214
Cl 1.02777 -0.91333 -1.82955 0.049 -0.068 -0.077
Cl -0.77303 0.25719 -3.77130 0.528 -0.010 0.248
Cl 2.05150 0.07143 -4.35047 -0.608 -0.425 0.272
C 5.38961 2.64001 -4.86808 0.119 0.136 -0.017
Cl 5.65340 1.20266 -5.87140 -0.061 0.112 0.107
Cl 3.84701 2.47901 -4.00636 0.577 0.490 -0.064
Cl 6.70818 2.79288 -3.69517 -0.149 -0.033 -0.120
Cl 5.34343 4.07991 -5.89793 -0.008 -0.174 0.114
C -3.94382 -0.96429 -6.60436 -0.078 -0.116 -0.212
Cl -3.45100 -0.17835 -8.11184 -0.039 -0.075 0.208
Cl -5.71061 -1.04844 -6.52984 0.217 0.026 0.026
Cl -3.26924 -2.60100 -6.54113 -0.050 0.186 0.027
Cl -3.33925 -0.02395 -5.22368 -0.399 -0.019 -0.194
```
Forces are in eV/Å.